1.
Below is a single C6H8N2O2 molecule at a distorted geometry, with properties calculated with wB97M-V/def2-TZVPD.

```
! wB97M-V def2-TZVPD RIJCOSX def2/J DEFGRID3
* xyz 0 1
O -2.644 1.816 -0.309
C -1.820 0.921 -0.223
C -2.221 -0.540 -0.123
N -1.239 -1.375 0.542
C 0.094 -1.239 -0.010
C 0.523 0.192 -0.228
C -0.370 1.198 -0.268
C 1.985 0.456 -0.425
N 2.748 0.675 0.656
H -3.190 -0.608 0.387
H -2.370 -0.899 -1.158
H -1.223 -1.169 1.536
H 0.814 -1.742 0.649
H 0.152 -1.761 -0.982
H -0.072 2.248 -0.279
O 2.566 0.090 -1.457
H 2.560 1.504 1.205
H 3.706 0.234 0.486
*
```

Gap between HOMO and LUMO   0.341 Eh
Highest occupied orbital energy   -8.996 eV
SMILES string   NC(=O)C1=CC(=O)CNC1
Energy relative to the best compared isomer or geometry (same formula, charge and spin)   1.272 eV



2.
Below is a molecular structure, C6H2Br2F2N2S at a distorted geometry, with properties calculated with wB97M-V/def2-TZVPD.

```
! wB97M-V def2-TZVPD RIJCOSX def2/J DEFGRID3
* xyz 0 1
C -0.558 1.120 0.512
C 0.246 0.746 -0.658
C -0.619 -1.415 -0.640
C -1.500 -1.017 0.414
C -1.513 0.200 1.046
C 0.273 -0.530 -1.184
N -0.311 2.328 0.897
N 0.997 1.781 -1.050
F -2.509 -1.895 0.696
F 1.257 -0.709 -2.036
S 0.745 3.026 -0.107
Br 3.820 -0.163 -0.056
Br 2.552 -1.592 1.205
H -0.917 -2.373 -1.029
H -1.961 0.492 1.991
*
```

Gap between HOMO and LUMO   0.282 Eh
Highest occupied orbital energy   -9.217 eV
Energy relative to the best compared isomer or geometry (same formula, charge and spin)   0.000 eV



3.
Below is 10 unconnected molecules or ions with the total composition C30H80O10 at a distorted geometry, with properties calculated with wB97M-V/def2-TZVPD.

```
! wB97M-V def2-TZVPD RIJCOSX def2/J DEFGRID3
* xyz 0 1
C 15.533 13.489 14.476
C 16.199 13.781 13.139
C 17.665 13.357 13.202
O 15.545 13.108 12.071
H 14.575 13.923 14.545
H 16.229 13.979 15.255
H 15.523 12.398 14.537
H 16.169 14.867 12.803
H 18.236 13.524 12.291
H 17.740 12.261 13.434
H 18.130 13.817 14.102
H 15.438 12.174 12.301
C 8.253 11.663 15.480
C 8.047 13.087 14.941
C 8.533 14.145 15.936
O 8.844 13.253 13.771
H 8.142 10.976 14.613
H 7.467 11.364 16.208
H 9.242 11.513 15.865
H 6.993 13.244 14.727
H 7.783 14.184 16.710
H 8.371 15.178 15.560
H 9.482 13.909 16.316
H 8.428 12.915 12.949
C 9.214 14.090 9.834
C 8.522 12.780 9.851
C 9.114 11.662 9.010
O 8.466 12.244 11.202
H 10.238 13.981 10.063
H 8.817 14.645 10.689
H 9.019 14.723 8.964
H 7.507 12.955 9.453
H 9.199 11.892 7.921
H 8.452 10.808 9.065
H 10.137 11.458 9.398
H 8.662 11.324 11.228
C 10.713 7.403 9.968
C 11.448 7.842 8.701
C 12.742 8.499 8.974
O 11.546 6.798 7.712
H 10.413 8.186 10.669
H 11.440 6.833 10.539
H 9.876 6.818 9.662
H 10.769 8.532 8.267
H 13.179 8.907 8.085
H 13.491 7.890 9.577
H 12.458 9.286 9.646
H 12.290 6.239 7.918
C 11.882 12.120 17.535
C 12.991 11.351 16.801
C 13.810 10.461 17.701
O 12.434 10.417 15.872
H 11.327 12.745 16.798
H 12.270 12.815 18.255
H 11.202 11.413 18.021
H 13.701 12.033 16.205
H 14.643 10.048 17.103
H 13.198 9.600 18.009
H 14.220 10.934 18.518
H 11.858 10.925 15.231
C 12.254 11.147 11.889
C 12.350 12.149 13.056
C 12.067 13.606 12.542
O 11.309 11.842 14.053
H 11.726 11.554 11.058
H 12.008 10.118 12.240
H 13.313 10.998 11.475
H 13.312 12.082 13.487
H 12.176 14.353 13.398
H 11.026 13.665 12.266
H 12.845 13.741 11.732
H 10.501 12.371 13.917
C 14.828 14.102 7.775
C 15.042 13.390 9.054
C 14.801 11.865 8.814
O 16.359 13.601 9.417
H 13.912 13.755 7.370
H 15.620 13.800 7.102
H 14.811 15.198 7.915
H 14.357 13.803 9.791
H 15.716 11.463 8.280
H 13.801 11.740 8.323
H 14.755 11.348 9.783
H 16.458 13.510 10.403
C 16.952 8.712 13.703
C 16.442 9.474 12.461
C 15.839 8.688 11.352
O 15.468 10.462 12.867
H 16.120 8.090 14.166
H 17.214 9.428 14.502
H 17.820 8.083 13.413
H 17.308 10.109 12.137
H 14.817 8.456 11.610
H 16.530 7.888 11.139
H 15.723 9.349 10.427
H 14.753 9.925 13.328
C 10.597 17.100 14.622
C 11.528 18.035 13.724
C 12.249 19.080 14.489
O 12.580 17.244 13.064
H 11.276 16.199 14.760
H 9.705 16.860 14.067
H 10.286 17.542 15.575
H 10.860 18.586 13.024
H 11.494 19.521 15.174
H 12.610 19.919 13.957
H 13.127 18.595 15.014
H 12.285 16.898 12.208
C 13.399 6.406 14.425
C 12.834 7.668 13.727
C 11.404 7.826 13.940
O 13.530 8.874 14.072
H 13.386 6.491 15.522
H 14.422 6.318 14.063
H 12.792 5.537 14.100
H 13.077 7.525 12.651
H 11.205 7.979 14.980
H 10.836 6.959 13.546
H 11.028 8.754 13.389
H 13.130 9.283 14.875
*
```

Gap between HOMO and LUMO   0.359 Eh
Highest occupied orbital energy   -9.311 eV
SMILES string   CC(C)O.CC(C)O.CC(C)O.CC(C)O.CC(C)O.CC(C)O.CC(C)O.CC(C)O.CC(C)O.CC(C)O
Energy relative to the best compared isomer or geometry (same formula, charge and spin)   2.098 eV



Which of these has the lowest gap between HOMO and LUMO?
C6H2Br2F2N2S